A molecular structure, C21H33BCaClCsF4KN4O14 in a non-equilibrium geometry, computed with the ωB97M-V functional and the def2-TZVPD basis.

Each line ends with the Löwdin charge.
Positions of all 81 atoms, in Å:
Cl -0.766 6.123 -3.305  0.68
F -9.172 0.032 -1.016  0.14
H 2.782 -4.043 -0.283  0.10
N 1.569 -3.934 1.496  -0.04
H 0.364 3.237 -3.694  -0.03
H -1.480 0.192 -2.728  0.13
O -2.078 6.150 -3.874  -0.28
O -0.831 5.453 -1.999  -0.82
H 6.018 -1.049 0.328  0.12
C 0.117 1.533 -2.165  -0.39
H 0.023 2.026 4.477  0.10
H 2.186 2.700 1.979  0.11
N -0.473 -2.720 1.369  0.08
C 0.137 1.386 3.592  -0.03
H 4.094 -3.685 2.512  0.10
O -9.167 1.716 0.652  0.23
H 1.130 -0.662 -1.754  0.12
H -0.103 -1.602 -2.582  0.15
C -0.719 1.955 1.363  -0.07
C -8.117 2.492 0.825  -0.42
C -1.275 -3.010 2.558  0.02
H 4.958 -4.176 1.072  0.12
N -1.010 -1.854 0.449  0.03
C -2.058 -4.334 2.477  -0.49
C -0.721 2.864 0.053  -0.61
O -0.279 7.438 -3.135  -0.24
Cs -2.171 4.516 -0.395  1.84
C 0.510 2.387 -0.818  -0.20
O -1.472 -5.410 1.883  0.12
C 1.252 3.246 2.205  -0.02
H -0.687 3.975 0.365  -0.13
F 2.261 -5.950 -0.971  -0.74
H 1.638 -3.942 3.389  0.13
H -0.561 -3.139 3.386  0.14
O -5.728 2.103 0.605  0.06
O 1.359 -4.559 2.692  0.09
O 3.686 0.963 -1.155  -0.44
H -1.937 -2.195 2.861  0.14
O -3.120 -4.405 2.967  0.19
C 4.069 -3.624 1.413  -0.14
Ca 1.625 3.012 -2.678  1.48
C -6.866 1.691 0.542  -0.43
H 1.055 0.790 3.704  0.09
C -0.067 -1.722 -0.478  -0.25
H 1.112 1.057 -2.573  0.09
H -1.423 2.942 -3.209  0.12
C 6.329 -2.069 -2.074  -0.38
N 0.954 -2.452 -0.248  0.25
H 3.354 -1.920 0.206  0.08
H 3.883 0.038 -1.302  -0.16
C 0.159 2.199 2.314  -0.34
O -8.147 3.650 1.151  0.13
C 0.063 -0.930 -1.730  -0.04
F -2.203 -1.252 0.489  0.15
H 7.248 -1.546 -1.750  0.15
C -0.818 0.345 -1.860  -0.11
C 4.198 -2.151 0.868  -0.15
C 2.829 -4.282 0.776  -0.15
H -1.995 -5.640 1.100  0.14
H -0.700 0.674 3.609  0.08
B -8.687 0.364 0.249  -1.04
H -0.518 1.769 -4.310  -0.04
F -9.074 -0.589 1.183  0.15
H 4.227 -1.462 1.723  0.11
H 1.340 3.836 3.126  0.10
H 1.106 3.961 1.379  0.07
H 1.228 1.834 -0.134  0.14
H -1.390 1.106 1.500  0.11
H -1.486 0.574 -1.023  0.11
H -1.744 2.638 -0.459  -0.04
H 6.139 -2.827 0.050  0.12
O 6.351 -2.881 -2.913  0.14
O 0.148 5.344 -4.166  -0.40
O 5.150 -1.767 -1.432  -0.08
C -0.459 2.465 -3.422  -0.14
C 5.475 -1.953 0.007  -0.15
C 0.737 -3.119 0.934  -0.21
H 1.059 3.361 -1.162  0.03
O -7.194 0.469 0.211  0.22
H 2.886 -5.378 0.823  0.11
K -0.106 1.632 -6.114  1.06

Properties
Gap between HOMO and LUMO   2.11 eV
Total charge   +1
Energy   -4273.44935 hartree
LUMO level   -6.491 eV